Record 1
# C5H8N

A structure of composition C5H8N (wB97M-V/def2-TZVPD, the Open Molecules 2025 dataset).

Geometry as XYZ:
```
14
Properties=species:S:1:pos:R:3:nbo_charge:R:1
C -0.401 -1.748 -0.667 0.144
C -0.607 -0.923 0.612 -0.748
C 0.592 0.156 -1.361 -0.215
C -0.111 0.336 0.507 0.550
C 0.212 1.645 1.060 -0.775
N 0.265 -1.202 -1.579 -0.315
H -0.633 -2.801 -0.579 0.227
H -1.722 -1.020 0.896 0.355
H -0.089 -1.629 1.325 0.376
H 0.017 0.750 -1.948 0.222
H 1.575 0.399 -1.691 0.249
H -0.206 1.731 2.039 0.258
H -0.212 2.548 0.511 0.339
H 1.320 1.757 0.875 0.332
```

As for the HOMO energy: -0.54253 Eh. Its lowest unoccupied orbital energy is -6.67 eV. The total energy comes out at -249.64111 a.u. Its total charge is +1.


Record 2
# H3O6

A cluster of 2 separate species, H3O6 in total (wB97M-V/def2-TZVPD, the Open Molecules 2025 dataset).

Geometry as XYZ:
```
9
Properties=species:S:1:pos:R:3:nbo_charge:R:1
O -0.674 -1.250 0.458 -0.227
O -1.353 0.764 0.110 -0.362
O 1.700 1.130 0.393 -0.391
O 1.219 -1.047 0.134 0.087
O -1.268 -0.410 -0.451 0.081
O 1.406 -0.027 -0.459 0.244
H -0.784 -2.188 0.153 0.537
H -2.250 1.105 -0.230 0.515
H 2.005 1.922 -0.109 0.517
```

As for the HOMO energy (alpha / beta): -0.57002 / -0.59697 Eh. Its lowest unoccupied orbital energy (alpha / beta) is -8.29 / -7.37 eV. The total energy comes out at -452.44187 a.u. Its total charge is +1.


Record 3
# C2HCl2O2

A cluster of 2 separate species, C2HCl2O2 in total (wB97M-V/def2-TZVPD, the Open Molecules 2025 dataset).

Geometry as XYZ:
```
7
Properties=species:S:1:pos:R:3:nbo_charge:R:1
C 0.470 -1.364 -0.693 1.031
C -0.439 0.679 0.358 -0.619
O 1.312 -1.643 0.059 -0.591
O -0.239 -1.441 -1.617 -0.604
Cl -0.033 2.107 -0.650 -0.183
Cl 0.431 0.850 1.924 -0.183
H -1.502 0.811 0.619 0.148
```

As for the HOMO energy: -0.10636 Eh. Its lowest unoccupied orbital energy is 3.91 eV. The total energy comes out at -1147.71380 a.u. Its total charge is -1.


Record 4
# C2H8S

A cluster of 2 separate species, C2H8S in total (wB97M-V/def2-TZVPD, the Open Molecules 2025 dataset).

Geometry as XYZ:
```
11
Properties=species:S:1:pos:R:3:nbo_charge:R:1
S -2.005 -0.084 -1.582 -0.822
H -0.857 -0.331 -0.907 0.055
H -2.333 -1.380 -1.397 -0.020
C 2.352 -0.159 2.023 -0.658
C 1.494 0.489 0.981 -0.730
H 2.655 0.520 2.823 0.188
H 1.775 -0.904 2.590 0.200
H 3.214 -0.683 1.617 0.197
H 0.487 0.786 1.302 0.208
H 1.260 -0.163 0.137 0.196
H 1.867 1.419 0.535 0.186
```

As for the HOMO energy (alpha / beta): 0.04331 / -0.19407 Eh. Its lowest unoccupied orbital energy (alpha / beta) is 3.81 / 3.80 eV. The total energy comes out at -479.11719 a.u. As for the spin multiplicity: 2. Its expectation value of S² is 0.75. Its total charge is -1.


Record 5
# C20H27N3O4S2

The molecule C20H27N3O4S2 (wB97M-V/def2-TZVPD, the Open Molecules 2025 dataset).

Geometry as XYZ:
```
56
Properties=species:S:1:pos:R:3:nbo_charge:R:1
C -2.947 -0.264 -2.307 -0.617
C -3.988 0.442 -1.442 -0.223
N -3.518 0.721 -0.106 -0.697
C -3.583 -0.326 0.886 -0.245
C -2.521 -1.381 0.706 -0.034
C -2.868 -2.725 0.677 -0.213
C -1.899 -3.701 0.513 -0.204
C -0.571 -3.340 0.369 -0.235
C -0.211 -2.001 0.396 -0.160
C -1.182 -1.030 0.568 -0.239
S -3.423 2.293 0.413 2.342
O -4.048 3.143 -0.556 -0.931
O -3.831 2.370 1.785 -0.936
C -1.650 2.580 0.351 -0.320
C -0.917 2.564 1.524 -0.193
C 0.463 2.692 1.460 -0.196
C 1.068 2.829 0.225 -0.326
S 2.861 2.780 0.124 2.339
O 3.419 3.290 1.339 -0.931
O 3.274 3.334 -1.128 -0.933
N 3.185 1.148 0.075 -0.667
C 2.931 0.414 1.291 -0.244
C 3.608 -0.951 1.199 -0.227
N 3.104 -1.662 0.037 -0.446
C 3.612 -3.017 -0.028 -0.407
C 3.409 -0.912 -1.170 -0.226
C 2.730 0.453 -1.104 -0.244
C 0.333 2.869 -0.946 -0.202
C -1.046 2.752 -0.881 -0.144
H -2.740 -1.261 -1.927 0.218
H -2.017 0.298 -2.318 0.204
H -3.319 -0.348 -3.324 0.214
H -4.248 1.407 -1.879 0.237
H -4.899 -0.168 -1.390 0.189
H -4.575 -0.797 0.866 0.197
H -3.465 0.167 1.854 0.248
H -3.904 -3.011 0.784 0.209
H -2.184 -4.742 0.494 0.213
H 0.187 -4.097 0.236 0.210
H 0.829 -1.729 0.284 0.226
H -0.909 0.016 0.589 0.211
H -1.438 2.452 2.461 0.251
H 1.075 2.701 2.348 0.247
H 3.342 0.998 2.114 0.241
H 1.850 0.270 1.446 0.185
H 3.373 -1.532 2.093 0.211
H 4.700 -0.809 1.143 0.176
H 3.171 -3.519 -0.887 0.203
H 3.318 -3.548 0.876 0.203
H 4.707 -3.057 -0.120 0.171
H 3.027 -1.465 -2.031 0.210
H 4.496 -0.769 -1.292 0.176
H 3.001 1.065 -1.964 0.240
H 1.638 0.313 -1.082 0.185
H 0.852 3.005 -1.882 0.248
H -1.663 2.797 -1.764 0.233
```

As for the HOMO energy: -0.34120 Eh. Its lowest unoccupied orbital energy is 0.05 eV. The total energy comes out at -2039.88957 a.u. The SMILES is CCN(Cc1ccccc1)S(=O)(=O)c1ccc(S(=O)(=O)N2CCN(C)CC2)cc1.


Record 6
# C2H5O2S

A cluster of 2 separate species, C2H5O2S in total (wB97M-V/def2-TZVPD, the Open Molecules 2025 dataset).

Geometry as XYZ:
```
10
Properties=species:S:1:pos:R:3:nbo_charge:R:1
O -1.218 1.103 0.915 -0.616
C -0.527 1.016 -0.067 0.793
O 0.144 2.114 -0.557 -0.731
C -0.190 -0.202 -0.816 -0.811
H 0.109 2.861 0.046 0.478
H 0.425 0.009 -1.688 0.209
H -1.034 -0.867 -0.981 0.239
H 0.433 -0.797 -0.026 0.324
S 0.494 -2.126 1.464 -0.976
H 1.365 -3.111 1.710 0.090
```

As for the HOMO energy: -0.10118 Eh. Its lowest unoccupied orbital energy is 3.47 eV. The total energy comes out at -627.91521 a.u. Its total charge is -1.


Record 7
# C3H3N2O2

A cluster of 2 separate species, C3H3N2O2 in total (wB97M-V/def2-TZVPD, the Open Molecules 2025 dataset).

Geometry as XYZ:
```
10
Properties=species:S:1:pos:R:3:nbo_charge:R:1
C 2.169 1.776 0.202 0.368
C 0.720 -0.161 0.277 0.394
C -2.912 -0.016 0.280 1.037
N 1.623 0.740 0.181 -0.311
N 0.553 -1.232 -0.307 -0.615
O -3.917 0.418 0.096 -0.439
O -1.927 -0.561 0.511 -0.594
H 2.839 2.590 -0.131 0.305
H -0.327 -1.645 -0.284 0.433
H 1.178 -1.908 -0.825 0.420
```

As for the HOMO energy (alpha / beta): -0.51392 / -0.51394 Eh. Its lowest unoccupied orbital energy (alpha / beta) is -6.00 / -6.00 eV. The total energy comes out at -375.72823 a.u. Its total charge is +1.


Record 8
# C31H30BrCsN4O7

A structure of composition C31H30BrCsN4O7 (wB97M-V/def2-TZVPD, the Open Molecules 2025 dataset).

Geometry as XYZ:
```
74
Properties=species:S:1:pos:R:3:mulliken_charge:R:1
Cs -0.328 -0.095 0.049 1.562
O -0.119 -1.545 3.239 -0.587
C -0.036 -2.938 3.102 -0.328
C -1.240 -3.508 2.368 -1.083
N -1.319 -3.028 1.007 0.849
C -0.549 -3.811 0.051 -0.448
C -0.321 -3.003 -1.246 0.033
O -1.107 -3.222 -2.184 -0.759
O 0.581 -2.132 -1.199 -0.845
C -2.655 -2.652 0.592 -0.928
C -3.086 -1.247 1.071 0.624
O -4.226 -0.892 0.734 -0.847
O -2.232 -0.566 1.697 -0.892
H -0.842 -1.226 2.644 0.323
H 0.024 -3.394 4.103 0.346
H 0.888 -3.208 2.569 0.214
H -2.140 -3.184 2.897 0.441
H -1.223 -4.617 2.408 0.357
H -1.038 -4.767 -0.206 0.268
H 0.429 -4.012 0.496 0.404
H -3.422 -3.370 0.931 0.195
H -2.695 -2.664 -0.500 0.305
Br -1.424 9.528 -1.188 -0.242
C 0.147 8.602 -1.712 0.192
C 0.789 7.771 -0.805 -0.635
C 1.922 7.082 -1.187 -0.037
C 2.433 7.215 -2.478 -0.094
C 1.786 8.078 -3.360 -0.096
C 0.641 8.762 -2.994 -0.467
N 3.692 6.703 -2.910 -0.805
N 4.133 5.576 -2.519 -0.422
C 3.398 4.540 -2.030 0.021
C 4.137 3.692 -1.182 -0.079
C 3.592 2.697 -0.424 -1.072
C 2.185 2.425 -0.476 0.522
O 1.615 1.625 0.272 -0.846
C 1.429 3.140 -1.557 -0.267
N 0.187 2.679 -1.795 -0.151
C -0.501 3.210 -2.782 -0.274
C 0.024 4.200 -3.622 -1.104
C 1.288 4.671 -3.391 -0.246
C 2.033 4.168 -2.308 1.070
H 0.394 7.650 0.195 0.394
H 2.401 6.423 -0.476 0.364
H 2.205 8.207 -4.348 0.436
H 0.144 9.414 -3.699 0.389
H 5.193 3.922 -1.106 0.372
H 4.186 2.100 0.252 0.396
H -1.498 2.818 -2.932 0.561
H -0.569 4.572 -4.449 0.401
H 1.723 5.412 -4.050 0.592
C -3.931 -2.740 -7.287 -1.479
C -3.807 -2.086 -5.941 0.914
C -4.878 -2.070 -5.061 -0.984
C -4.761 -1.489 -3.802 1.007
C -5.927 -1.504 -2.851 -1.559
C -3.556 -0.882 -3.448 1.189
C -3.496 -0.231 -2.105 -0.324
O -3.100 0.905 -1.967 -0.488
C -2.451 -0.902 -4.309 0.982
C -1.093 -0.459 -3.858 -0.789
C -2.607 -1.509 -5.547 -1.141
H -4.883 -3.261 -7.385 0.340
H -3.136 -3.469 -7.447 0.324
H -3.868 -2.011 -8.098 0.303
H -5.815 -2.536 -5.345 0.226
H -6.736 -2.117 -3.248 0.366
H -6.320 -0.499 -2.684 0.322
H -5.648 -1.898 -1.873 0.297
H -3.745 -0.820 -1.206 -0.142
H -0.637 -1.304 -3.329 0.200
H -1.148 0.373 -3.161 -0.444
H -0.451 -0.185 -4.695 0.422
H -1.751 -1.560 -6.209 0.383
```

As for the HOMO energy: -0.08295 Eh. Its lowest unoccupied orbital energy is 3.68 eV. The total energy comes out at -4539.25126 a.u. Its total charge is -2.


Record 9
# C3H12N2OS

A structure of composition C3H12N2OS (wB97M-V/def2-TZVPD, the Open Molecules 2025 dataset).

Geometry as XYZ:
```
19
Properties=species:S:1:pos:R:3:nbo_charge:R:1
N 2.622 1.233 0.310 -0.942
C -0.200 0.527 -0.748 -0.493
C 0.296 -0.873 -1.160 -0.547
S -0.378 -2.325 -0.376 -0.444
C 0.184 0.870 0.645 0.067
N -0.317 0.005 1.566 -0.633
H 2.732 2.244 0.286 0.366
H 3.429 0.896 0.829 0.381
H -1.308 0.451 -0.754 0.290
H 0.342 -0.888 -2.249 0.225
H 1.327 -0.857 -0.770 0.194
H -4.113 -1.598 -0.675 0.465
H 0.023 1.936 0.804 0.247
H 1.513 0.873 0.560 0.301
H 0.240 -0.040 2.422 0.387
H -0.283 -0.980 1.162 0.399
H -2.677 -1.696 -0.138 0.490
H -0.004 1.313 -1.477 0.232
O -3.430 -1.090 -0.236 -0.986
```

As for the HOMO energy: -0.26754 Eh. Its lowest unoccupied orbital energy is -2.50 eV. The total energy comes out at -704.27128 a.u.


Record 10
# C44H39DyN5O7S3

A structure of composition C44H39DyN5O7S3 (wB97M-V/def2-TZVPD, the Open Molecules 2025 dataset).

Geometry as XYZ:
```
99
Properties=species:S:1:pos:R:3:mulliken_charge:R:1
Dy -1.222 0.808 -0.952 0.633
C -5.963 0.926 4.386 -0.759
O -4.937 1.807 4.785 -0.452
C -3.919 2.047 3.938 0.960
C -2.940 2.948 4.420 -1.068
C -1.863 3.270 3.655 -1.434
C -1.670 2.733 2.358 0.783
C -0.541 3.043 1.540 0.838
C 0.585 3.911 2.060 -1.582
O -0.415 2.613 0.364 -0.168
C -2.667 1.818 1.859 -0.279
O -2.585 1.281 0.694 0.744
C -3.773 1.501 2.686 -0.711
H -6.680 0.915 5.205 0.248
H -5.575 -0.084 4.228 0.307
H -6.457 1.276 3.475 0.304
H -3.087 3.368 5.401 0.477
H -1.150 3.968 4.060 0.314
H 0.358 4.421 2.986 0.482
H 0.841 4.644 1.298 0.290
H 1.463 3.283 2.212 0.231
H -4.498 0.815 2.273 0.398
S 4.563 -1.087 3.479 -0.141
C 3.973 -1.299 5.070 -0.454
C 2.681 -0.892 5.200 -0.649
C 2.141 -0.410 3.996 -0.567
C 3.035 -0.439 2.952 0.254
C 2.818 -0.102 1.566 0.185
C 1.516 0.213 1.115 -0.723
N 1.185 0.358 -0.147 1.020
C 2.151 0.237 -1.084 -0.107
C 3.505 -0.002 -0.749 0.512
C 4.466 -0.130 -1.800 -1.071
C 4.101 -0.041 -3.101 -1.160
C 2.746 0.211 -3.475 0.674
C 2.330 0.353 -4.803 -0.821
C 0.993 0.608 -5.085 0.643
C 0.093 0.641 -3.992 -0.599
N 0.461 0.514 -2.738 0.218
C 1.769 0.333 -2.460 -0.141
C 0.505 0.840 -6.420 0.225
C -0.753 1.246 -6.803 -0.360
C -0.880 1.418 -8.190 -0.616
C 0.272 1.142 -8.861 -0.356
S 1.537 0.670 -7.813 -0.190
C 3.822 -0.170 0.604 -0.574
H 4.624 -1.706 5.819 0.479
H 2.131 -0.940 6.123 0.425
H 1.128 -0.054 3.914 0.621
H 0.712 0.314 1.834 0.103
H 5.494 -0.314 -1.526 0.476
H 4.832 -0.155 -3.887 0.473
H 3.054 0.274 -5.602 0.470
H -0.971 0.750 -4.151 0.440
H -1.557 1.426 -6.113 0.473
H -1.789 1.730 -8.672 0.398
H 0.454 1.198 -9.916 0.465
H 4.841 -0.386 0.889 0.602
O -1.619 2.531 -2.259 -0.502
N -2.366 3.390 -1.646 0.358
C -1.824 4.534 -1.197 -0.139
C -2.584 5.489 -0.563 -0.754
C -3.951 5.284 -0.420 -0.320
C -4.503 4.121 -0.923 -0.758
C -3.693 3.164 -1.519 0.537
S -4.372 1.680 -2.218 -0.126
H -0.765 4.635 -1.384 0.496
H -2.111 6.386 -0.197 0.469
H -4.568 6.019 0.070 0.440
H -5.562 3.936 -0.872 0.494
C 3.080 -6.661 0.783 -1.056
C 2.953 -5.457 1.708 -0.748
N 2.081 -4.410 1.183 0.213
C 2.713 -3.330 0.468 0.495
C 2.722 -3.533 -1.051 -0.951
C 0.753 -4.611 1.358 0.229
O 0.360 -5.647 1.871 -0.686
C -0.294 -3.564 1.033 0.581
C -1.537 -3.831 1.622 -0.968
C -2.608 -2.989 1.407 -1.173
C -2.409 -1.848 0.643 -0.365
N -1.240 -1.568 0.065 0.249
C -0.231 -2.432 0.226 0.095
H 3.741 -7.391 1.241 0.397
H 3.493 -6.373 -0.180 0.249
H 2.103 -7.113 0.636 0.292
H 3.935 -5.014 1.886 0.385
H 2.536 -5.788 2.663 0.490
H 3.745 -3.262 0.820 0.474
H 2.223 -2.395 0.742 -0.919
H 3.372 -4.361 -1.321 0.443
H 3.090 -2.635 -1.540 0.127
H 1.725 -3.761 -1.423 0.246
H -1.627 -4.726 2.220 0.520
H -3.579 -3.214 1.819 0.497
H -3.213 -1.137 0.481 0.495
H 0.639 -2.183 -0.361 0.485
O -2.406 -0.055 -2.373 -0.449
O -3.491 0.460 -1.602 -0.027
```

As for the HOMO energy (alpha / beta): -0.37574 / -0.37575 Eh. Its lowest unoccupied orbital energy (alpha / beta) is -3.15 / -3.15 eV. The total energy comes out at -4580.04183 a.u. As for the spin multiplicity: 6. Its expectation value of S² is 9.33. Its total charge is +1.


Record 11
# C9H12N6

A structure of composition C9H12N6 (wB97M-V/def2-TZVPD, the Open Molecules 2025 dataset).

Geometry as XYZ:
```
27
Properties=species:S:1:pos:R:3:nbo_charge:R:1
C 4.255 -0.066 0.343 -0.069
C 4.697 -1.251 0.079 0.257
C 2.098 2.506 0.302 0.013
C 3.765 1.067 -0.441 0.218
C -0.744 -1.879 -1.147 -0.632
C 0.721 2.019 0.599 -0.409
C -1.240 -1.424 0.234 -0.401
C 0.364 0.514 0.132 -0.416
C -1.152 0.155 0.310 -0.384
N 3.645 0.508 1.434 -0.273
N 5.161 -2.495 0.462 -0.013
N 5.191 -2.241 -0.799 0.003
N 2.343 2.496 -1.197 -0.164
N 3.140 1.557 0.660 -0.148
N 3.215 1.652 -1.561 -0.156
H 2.246 3.595 0.608 0.251
H -0.861 -1.002 -1.789 0.201
H 0.335 -2.237 -1.146 0.218
H -1.450 -2.690 -1.594 0.218
H -0.042 2.656 0.022 0.238
H 0.529 2.043 1.785 0.225
H -0.400 -1.564 1.039 0.197
H -2.233 -1.759 0.558 0.214
H 0.908 -0.010 0.893 0.200
H 0.639 0.265 -0.860 0.215
H -1.663 0.579 -0.606 0.192
H -1.491 0.472 1.265 0.205
```

As for the HOMO energy (alpha / beta): -0.30667 / -0.29469 Eh. Its lowest unoccupied orbital energy (alpha / beta) is -1.22 / -1.17 eV. The total energy comes out at -678.32356 a.u.


Record 12
# C23H21BaNO5STe

A structure of composition C23H21BaNO5STe (wB97M-V/def2-TZVPD, the Open Molecules 2025 dataset).

Geometry as XYZ:
```
53
Properties=species:S:1:pos:R:3:mulliken_charge:R:1
Ba 1.006 -1.304 -1.259 1.743
O 3.708 1.538 -2.742 -0.644
C 3.466 0.350 -2.590 0.167
O 2.549 -0.373 -3.097 -0.867
C 4.277 -0.413 -1.499 0.573
C 5.655 -0.382 -1.317 -0.566
C 6.186 -1.054 -0.225 -0.248
C 5.361 -1.708 0.686 -0.420
C 3.995 -1.686 0.448 0.092
N 3.522 -1.062 -0.620 -0.077
C 2.931 -2.303 1.379 0.179
O 3.284 -2.800 2.433 -0.707
O 1.736 -2.192 0.915 -0.570
H 6.283 0.162 -2.009 0.453
H 7.258 -1.060 -0.065 0.416
H 5.750 -2.216 1.557 0.492
Te 0.031 1.896 -1.821 0.171
C -1.939 1.862 -1.080 0.378
C -2.216 1.345 0.183 -0.259
C -3.517 1.324 0.665 -0.632
C -4.557 1.800 -0.120 -0.514
C -4.289 2.310 -1.382 -0.555
C -2.985 2.352 -1.857 -0.473
C 0.867 3.042 -0.274 0.194
C 1.017 4.417 -0.371 -0.437
C 1.577 5.128 0.682 -0.496
C 1.992 4.472 1.829 -0.377
C 1.857 3.095 1.930 -0.817
C 1.299 2.382 0.879 0.037
H -1.413 0.978 0.813 0.376
H -3.715 0.937 1.657 0.428
H -5.573 1.784 0.254 0.405
H -5.093 2.694 -1.996 0.384
H -2.786 2.772 -2.835 0.364
H 0.708 4.944 -1.265 0.399
H 1.692 6.200 0.594 0.367
H 2.431 5.034 2.643 0.386
H 2.193 2.566 2.812 0.411
H 1.222 1.304 0.963 0.370
O -1.135 -2.709 -1.300 -0.899
S -2.356 -2.391 -0.454 0.583
C -3.677 -3.520 -0.926 -0.707
C -4.476 -3.786 0.363 -0.586
C -3.601 -3.406 1.585 -0.595
C -2.161 -3.260 1.103 -0.667
H -3.161 -4.412 -1.287 0.340
H -4.253 -3.093 -1.742 0.403
H -4.752 -4.838 0.389 0.303
H -5.401 -3.212 0.368 0.256
H -3.668 -4.140 2.386 0.365
H -3.941 -2.456 2.001 0.262
H -1.687 -4.213 0.857 0.376
H -1.499 -2.702 1.761 0.442
```

As for the HOMO energy: -0.31441 Eh. Its lowest unoccupied orbital energy is -0.06 eV. The total energy comes out at -2011.79703 a.u.